# 1
Density functional theory data (ωB97M-V/def2-TZVPD) for a structure of composition C29H31BF10N11S3Sc.

Calculated values
* lowest unoccupied orbital energy: 0.21 eV
* ΔE to the lowest compared entry with this formula, charge and spin: 10.32 kcal/mol
* F_max: 0.44 eV/A

Geometry (Å):
Sc (0.3700, -0.4797, -0.1051)
C (0.3435, -2.6883, 2.2533)
N (0.8960, -1.3361, 2.0816)
C (0.2664, -0.4139, 3.0247)
C (-1.1938, -0.2189, 2.6081)
N (-1.3230, -0.4871, 1.1780)
C (-2.5849, -0.7969, 0.7566)
C (-2.6829, -1.4138, -0.4872)
F (-1.4730, -1.6179, -1.1136)
C (-3.8469, -1.7934, -1.1088)
F (-3.8263, -2.3771, -2.3123)
C (-5.0439, -1.5795, -0.4491)
F (-6.2045, -1.9352, -1.0110)
C (-5.0112, -0.9958, 0.8045)
F (-6.1583, -0.7731, 1.4467)
C (-3.8192, -0.6158, 1.3987)
F (-3.9086, -0.0032, 2.5907)
C (2.3489, -1.3646, 2.1734)
C (2.8958, -2.1591, 1.0015)
N (2.0453, -1.9335, -0.1665)
C (2.5273, -2.4682, -1.3233)
C (1.7726, -2.2504, -2.4807)
F (0.6342, -1.5329, -2.2901)
C (2.0955, -2.6463, -3.7526)
F (1.2998, -2.3340, -4.7837)
C (3.2708, -3.3472, -3.9557)
F (3.6351, -3.7430, -5.1832)
C (4.0543, -3.6243, -2.8521)
F (5.1925, -4.3059, -3.0181)
C (3.7009, -3.2075, -1.5776)
F (4.5620, -3.5541, -0.5990)
H (0.6087, -3.0810, 3.2428)
H (0.7375, -3.3509, 1.4868)
H (-0.7385, -2.6616, 2.1584)
H (0.8071, 0.5274, 2.9822)
H (0.3354, -0.7876, 4.0550)
H (-1.5194, 0.7910, 2.8794)
H (-1.8257, -0.9101, 3.1737)
H (2.6916, -1.7832, 3.1293)
H (2.7032, -0.3351, 2.1214)
H (2.9451, -3.2232, 1.2582)
H (3.9236, -1.8325, 0.8244)
C (-1.8547, -0.6868, -4.0954)
N (-2.4576, 0.5262, -3.5691)
C (-3.6836, 1.0247, -3.9675)
C (-3.7558, 2.2854, -3.4942)
N (-2.5900, 2.5680, -2.8187)
B (-2.2224, 4.0256, -2.3930)
N (-2.4493, 4.3415, -0.8657)
C (-1.9655, 5.5250, -0.3489)
C (-2.3542, 5.6274, 0.9422)
N (-3.0833, 4.4870, 1.2185)
C (-3.6897, 4.1320, 2.4818)
C (-3.1509, 3.7033, 0.0982)
S (-3.9320, 2.2112, 0.0556)
C (-1.8160, 1.4760, -2.8504)
S (-0.2302, 1.3174, -2.1894)
H (-2.5459, -1.1186, -4.8143)
H (-1.6556, -1.4110, -3.3167)
H (-0.9171, -0.4423, -4.5939)
H (-4.3758, 0.4357, -4.5408)
H (-4.5399, 3.0146, -3.5694)
H (-2.9525, 4.7494, -3.0307)
H (-1.0584, 4.2362, -2.6283)
H (-1.4109, 6.2115, -0.9639)
H (-2.2167, 6.4113, 1.6659)
H (-3.4854, 4.9245, 3.1990)
H (-3.2843, 3.1855, 2.8416)
H (-4.7646, 4.0056, 2.3600)
N (4.5583, -0.0085, -3.4364)
C (3.3765, 0.4864, -3.0222)
N (2.4420, 0.6901, -3.9563)
S (3.1177, 0.8458, -1.3973)
H (4.7680, -0.1639, -4.4071)
H (5.2703, -0.1672, -2.7470)
H (2.5675, 0.3812, -4.9055)
H (1.5249, 1.0131, -3.6535)
N (0.4054, 3.7028, 1.0945)
C (1.6813, 3.5073, 1.5745)
C (1.9374, 2.1857, 1.4018)
N (0.8401, 1.5757, 0.8227)
C (-0.0565, 2.5267, 0.6577)
H (-0.1423, 4.5546, 1.0627)
H (2.2844, 4.3056, 1.9649)
H (2.8534, 1.6650, 1.6143)
H (-1.0416, 2.3871, 0.2434)

Löwdin population analysis, charges in e, atoms 1 to 5: 0.962, -0.041, -0.293, -0.172, -0.198

---

# 2
Density functional theory data (ωB97M-V/def2-TZVPD) for a structure of composition C33H56BBeN7O2P at a distorted geometry.

Calculated values
* lowest unoccupied orbital energy: -3.77 eV
* total charge: +1
* F_max: 4.14 eV/A

Geometry (Å):
Be (-1.4742, 0.0980, 0.0775)
N (-2.3411, -0.7031, -1.0952)
N (-3.6049, -0.1288, -0.9797)
C (-3.5129, 1.2036, -0.7618)
N (-4.5335, 2.0730, -0.8731)
N (-2.2818, 1.5260, -0.2023)
N (-2.0949, 2.7078, 0.4923)
O (-1.0028, 2.7667, 1.1124)
O (-2.9891, 3.5991, 0.5472)
H (-1.7968, -0.5053, -1.9594)
H (-2.3433, -1.7217, -0.9515)
H (-4.3971, -0.5264, -1.4529)
H (-5.4942, 1.8042, -0.6723)
H (-4.3817, 3.0939, -0.7967)
C (-0.8111, 3.9068, -3.4233)
C (0.1543, 2.7700, -3.0154)
C (1.6096, 3.1055, -3.4866)
C (-0.2673, 1.4662, -3.6234)
C (-1.0024, 1.5141, -4.8301)
C (-1.2910, 0.3838, -5.5883)
C (-0.8484, -0.8502, -5.1122)
C (-0.1321, -0.9960, -3.9042)
C (0.3057, -2.3887, -3.4879)
C (-0.1308, -2.8727, -2.0865)
C (1.7457, -2.7286, -3.9549)
C (0.2274, 0.1878, -3.2274)
N (1.0865, 0.1233, -2.0179)
B (0.7794, 0.1082, -0.5688)
N (2.1411, 0.1424, 0.0077)
C (3.1081, 0.0942, -0.9992)
C (2.4837, 0.1967, -2.1876)
C (2.3634, -0.0451, 1.4390)
C (2.7642, 1.0530, 2.2563)
C (2.8681, 0.7801, 3.6259)
C (2.6986, -0.4725, 4.1411)
C (2.4803, -1.5810, 3.3144)
C (2.2755, -1.4008, 1.9418)
C (2.1988, -2.5586, 1.0069)
C (3.5936, -2.9653, 0.4397)
C (1.5110, -3.7735, 1.6713)
C (3.0128, 2.5024, 1.7733)
C (4.2227, 2.6673, 0.8276)
C (1.7731, 3.2302, 1.2973)
H (-0.7234, 4.7630, -2.7334)
H (-1.8832, 3.6377, -3.3323)
H (-0.6157, 4.1960, -4.4633)
H (0.1710, 2.6469, -1.9374)
H (1.5807, 3.0041, -4.6234)
H (2.3850, 2.4590, -3.0657)
H (1.9019, 4.1281, -3.2337)
H (-1.3770, 2.4674, -5.1971)
H (-1.8721, 0.4722, -6.5093)
H (-1.0412, -1.7276, -5.7175)
H (-0.2461, -3.0604, -4.1441)
H (-0.0687, -2.1409, -1.2554)
H (0.5247, -3.6967, -1.7621)
H (-1.1663, -3.2976, -2.1772)
H (2.4301, -2.0883, -3.4422)
H (1.8274, -2.5245, -5.0265)
H (1.9451, -3.7701, -3.8064)
H (4.2006, -0.0823, -0.8374)
H (2.9434, 0.2765, -3.1735)
H (3.0663, 1.5994, 4.3069)
H (2.7952, -0.5709, 5.2046)
H (2.5504, -2.5548, 3.7106)
H (1.5596, -2.2883, 0.1253)
H (4.1858, -3.4913, 1.2236)
H (4.1747, -2.0842, 0.1435)
H (3.4685, -3.6505, -0.4371)
H (2.1084, -4.2334, 2.4911)
H (1.3146, -4.6118, 0.9671)
H (0.5521, -3.5109, 2.1825)
H (3.2836, 2.9966, 2.6622)
H (4.0259, 2.5343, -0.2477)
H (5.0076, 1.9620, 1.1629)
H (4.6191, 3.6869, 0.9697)
H (1.4313, 2.9857, 0.2592)
H (2.0135, 4.2803, 1.4042)
H (0.9652, 2.9757, 2.0003)
C (-1.3015, 0.1943, 5.0827)
C (-1.0217, 0.5668, 3.6028)
P (-2.0450, -0.2887, 2.3325)
C (-3.7197, 0.2620, 2.8160)
C (-4.6694, -0.8058, 3.3355)
C (-1.8845, -2.0639, 2.8951)
C (-2.6808, -3.1028, 2.0562)
H (-0.9970, 1.0403, 5.7120)
H (-0.6543, -0.6298, 5.3700)
H (-2.3331, -0.0098, 5.3349)
H (0.0495, 0.4006, 3.2906)
H (-1.1651, 1.6392, 3.4017)
H (-4.2189, 0.7938, 1.9628)
H (-3.5648, 1.0243, 3.5894)
H (-4.9788, -1.4926, 2.5525)
H (-5.5394, -0.3073, 3.7435)
H (-4.2162, -1.4089, 4.0945)
H (-2.2178, -2.0332, 3.9633)
H (-0.7698, -2.2344, 2.9158)
H (-3.4082, -2.5758, 1.4191)
H (-3.3039, -3.7688, 2.6868)
H (-2.0705, -3.7726, 1.4389)

Löwdin population analysis, charges in e, atoms 1 to 5: 0.076, 0.032, 0.081, -0.302, 0.217

---

# 3
Density functional theory data (ωB97M-V/def2-TZVPD) for a structure of composition C18H45FNO9S2 at a distorted geometry.

Calculated values
* lowest unoccupied orbital energy: 2.71 eV
* total charge: -1
* F_max: 1.81 eV/A

Geometry (Å):
C (-2.6489, -6.4461, 2.0677)
C (-1.7392, -5.2448, 2.0979)
O (-1.7824, -4.5322, 0.8870)
C (-2.4813, -3.3221, 0.9280)
S (-1.3450, -1.9608, 0.5755)
O (-0.4464, -2.4475, -0.4122)
O (-2.1751, -0.8690, 0.1576)
N (-0.7254, -1.7676, 2.0496)
S (0.4035, -0.6733, 2.1476)
O (1.3956, -1.1245, 3.0675)
O (0.9663, -0.1970, 0.9187)
C (-0.2779, 0.8102, 2.8879)
F (-1.6472, 0.7773, 2.9837)
C (0.3037, 1.2000, 4.2169)
C (-0.3926, 2.4620, 4.5475)
H (-2.2724, -7.1349, 1.3309)
H (-2.7256, -6.9180, 3.0344)
H (-3.6311, -6.1598, 1.7203)
H (-0.7309, -5.6211, 2.2087)
H (-1.9130, -4.6291, 2.9690)
H (-3.2163, -3.3050, 0.1365)
H (-2.9787, -3.1448, 1.8703)
H (-0.0182, 1.6147, 2.2135)
H (0.1376, 0.4458, 4.9723)
H (1.3730, 1.3044, 4.1417)
H (-0.3968, 3.0608, 3.6631)
H (0.0551, 3.0198, 5.3553)
H (-1.4001, 2.2503, 4.8643)
C (0.9664, 5.8494, 1.0325)
C (-0.2446, 5.0173, 1.4246)
C (-1.4775, 5.5333, 0.7896)
O (-0.3528, 4.9633, 2.8486)
H (0.8518, 6.8795, 1.3838)
H (1.8707, 5.4481, 1.4907)
H (1.1004, 5.8639, -0.0496)
H (-0.0987, 3.9837, 1.1108)
H (-1.7013, 6.5664, 1.0755)
H (-2.3414, 4.9307, 1.0754)
H (-1.3462, 5.4955, -0.2897)
H (-0.4901, 5.8403, 3.2226)
C (3.4136, -1.6825, -0.3155)
C (4.2141, -0.5826, 0.3799)
C (4.9285, -1.1363, 1.6061)
O (3.3580, 0.5327, 0.7811)
H (2.6568, -2.0848, 0.3478)
H (2.9002, -1.2855, -1.1926)
H (4.0655, -2.5020, -0.6342)
H (4.9419, -0.1654, -0.3208)
H (4.2038, -1.5115, 2.3283)
H (5.5043, -0.3503, 2.0989)
H (5.6060, -1.9500, 1.3366)
H (2.7038, 0.1924, 1.4100)
C (-1.2103, 1.2065, -2.5896)
C (-0.3190, 2.2596, -1.9515)
C (0.4643, 1.6434, -0.7758)
O (-1.1430, 3.3876, -1.4915)
H (-1.9348, 0.8290, -1.8628)
H (-1.7755, 1.6318, -3.4206)
H (-0.6244, 0.3664, -2.9628)
H (0.3708, 2.6649, -2.6928)
H (-0.2277, 1.2720, -0.0135)
H (1.1001, 2.3892, -0.2978)
H (1.0902, 0.8155, -1.1014)
H (-1.7400, 3.0482, -0.8143)
C (-1.4571, -2.8518, -6.7970)
C (-0.5877, -1.7765, -6.1613)
C (0.2121, -2.3318, -4.9917)
O (-1.3994, -0.6888, -5.7229)
H (-2.1764, -3.2395, -6.0710)
H (-2.0271, -2.4391, -7.6302)
H (-0.8545, -3.6837, -7.1646)
H (0.0930, -1.3678, -6.9091)
H (-0.4562, -2.7039, -4.2112)
H (0.8268, -1.5511, -4.5443)
H (0.8626, -3.1486, -5.3071)
H (-2.0102, -1.0249, -5.0571)

Löwdin population analysis, charges in e, atoms 1 to 5: -0.076, -0.287, -0.154, -0.269, 0.504